1.
# C45H41AsN9O2S3Ti

C45H41AsN9O2S3Ti as an isolated structure at a distorted geometry (the ωB97M-V functional and the def2-TZVPD basis, the OMol25 dataset).

```
102
Properties=species:S:1:pos:R:3
As 0.28176 2.09556 -1.38979
Ti -0.32045 -0.32839 0.44470
S -0.46470 -2.82682 2.12016
S 1.96072 1.13813 1.33195
S -1.77373 1.49013 1.46080
O -1.76447 -2.89808 2.80515
O 3.46048 -2.28318 0.99639
N -0.76867 0.77227 3.95958
N -0.18105 -0.65803 2.25759
N 4.85545 -0.20560 -0.90268
N -2.24674 2.36643 3.93066
N 4.32158 0.56561 0.09025
N -1.98850 -0.51480 -0.83236
N -0.67310 -2.33444 0.51730
N 2.68912 -0.45846 -0.74984
N 1.44428 -1.09577 -0.83833
C 1.22853 -7.09227 1.98692
C -1.87824 -2.75065 -0.06249
C 0.10131 -0.26629 3.47197
C -1.85708 3.98613 -0.74979
C -3.86321 0.23271 -2.13315
C 2.90615 -2.23670 3.31543
C 3.89375 -1.86719 -2.46396
C 4.78570 3.38903 -2.28439
C 1.04388 -0.76032 4.37613
C -0.40630 2.69003 -5.54105
C -2.56412 -1.75932 -0.79935
C -0.45878 6.30042 -1.31909
C -3.20371 3.33600 3.42544
C 0.63601 -5.08600 0.80180
C -1.78126 6.38439 -0.91331
C 0.04050 -5.33921 3.12921
C 1.22175 -6.34478 0.81765
C -0.67072 1.40639 -6.00405
C -3.80833 -2.04938 -1.41071
C 0.15782 5.06350 -1.45225
C -0.52619 3.88606 -1.15473
C -0.17184 2.91127 -4.19283
C -3.69277 -4.27935 -0.54230
C -2.45902 -3.99388 0.06798
C 2.87188 -1.80661 1.96950
C -0.19734 1.85240 -3.28944
C 0.05838 -4.58917 1.96308
C -0.70369 0.34531 -5.11319
C 2.12278 2.68368 -1.79121
C -2.65327 0.43604 -1.47457
C -4.35872 -3.33864 -1.27292
C 4.11389 3.91876 -1.18988
C 3.00268 0.43119 0.22627
C 4.12837 2.51235 -3.13313
C -1.56739 1.50684 3.14617
C 3.85521 -0.84979 -1.39009
C -1.88744 2.16541 5.24963
C -2.48131 5.22005 -0.63891
C 2.13999 -1.66789 4.30434
C 2.80483 2.16630 -2.88900
C -0.46503 0.57015 -3.76258
C 0.61737 -6.60240 3.13338
C -4.44522 -1.00611 -2.10574
C 2.79835 3.55930 -0.93906
C -0.97125 1.18715 5.27373
H 4.90915 -1.93547 -2.84445
H -4.32515 1.06367 -2.64772
H 2.29294 3.95920 -0.07036
H 3.22569 -1.60521 -3.28802
H -0.46934 0.74229 6.10918
H 2.25674 -0.91228 1.80719
H -5.31369 -3.56092 -1.73246
H -2.71635 3.99936 2.71187
H -0.50024 -0.26318 -3.06844
H 1.68332 -6.73552 -0.08128
H 3.60082 -2.84006 -2.06245
H 1.59474 -1.98873 -0.33604
H -3.52050 5.26694 -0.33689
H -2.42562 3.10504 -0.49697
H 5.81864 3.65409 -2.47264
H 2.47402 -1.95927 5.29684
H -2.21225 1.41794 -1.48991
H -0.37662 3.52078 -6.23459
H 1.26161 -1.31061 -1.81339
H -0.91251 -0.65621 -5.46877
H -2.31326 2.73740 6.05523
H 4.90998 1.18704 0.61758
H 0.03793 3.91288 -3.84119
H -1.97316 -4.75291 0.65990
H -4.11985 -5.26581 -0.41739
H 3.58743 -3.03263 3.59379
H 0.61244 -4.50039 -0.10881
H 0.10182 7.20006 -1.53939
H 2.29668 1.49775 -3.57463
H 0.88128 -0.40831 5.38190
H -0.84796 1.23413 -7.05785
H -0.43106 -4.93914 4.01949
H 4.64406 2.09442 -3.98869
H -3.59957 3.90919 4.25862
H -4.01771 2.82419 2.91415
H 0.60054 -7.19986 4.03618
H -2.26232 7.34878 -0.81325
H 1.71482 -8.05940 2.00786
H -5.39534 -1.19017 -2.59278
H 4.61566 4.61487 -0.52846
H 1.17944 5.03174 -1.79629
```

Frontier orbital gap (alpha / beta) = 6.4 / 6.1 eV
Charge = +1
HOMO energy (alpha / beta) = -9.37 / -9.29 eV

Results of the Löwdin charge analysis, in e, for atoms 1 through 99: atom 1 (As): 1.31, atom 2 (Ti): 0.60, atom 3 (S): 0.91, atom 4 (S): 0.76, atom 5 (S): 0.79, atom 6 (O): -0.41, atom 7 (O): 0.00, atom 8 (N): 0.04, atom 9 (N): -0.25, atom 10 (N): 0.17, atom 11 (N): -0.11, atom 12 (N): 0.09, atom 13 (N): -0.03, atom 14 (N): -0.29, atom 15 (N): -0.08, atom 16 (N): 0.08, atom 17 (C): -0.08, atom 18 (C): -0.28, atom 19 (C): -0.39, atom 20 (C): -0.15, atom 21 (C): -0.02, atom 22 (C): -0.06, atom 23 (C): 0.02, atom 24 (C): -0.08, atom 25 (C): -0.04, atom 26 (C): -0.06, atom 27 (C): -0.14, atom 28 (C): -0.07, atom 29 (C): -0.02, atom 30 (C): -0.10, atom 31 (C): -0.07, atom 32 (C): -0.08, atom 33 (C): -0.07, atom 34 (C): -0.07, atom 35 (C): -0.14, atom 36 (C): -0.11, atom 37 (C): -0.35, atom 38 (C): -0.09, atom 39 (C): -0.04, atom 40 (C): 0.01, atom 41 (C): -0.34, atom 42 (C): -0.39, atom 43 (C): -0.34, atom 44 (C): -0.08, atom 45 (C): -0.40, atom 46 (C): -0.18, atom 47 (C): -0.03, atom 48 (C): -0.08, atom 49 (C): -0.75, atom 50 (C): -0.07, atom 51 (C): -0.59, atom 52 (C): -0.34, atom 53 (C): -0.01, atom 54 (C): -0.08, atom 55 (C): -0.07, atom 56 (C): -0.11, atom 57 (C): -0.14, atom 58 (C): -0.07, atom 59 (C): 0.03, atom 60 (C): -0.17, atom 61 (C): 0.00, atom 62 (H): 0.10, atom 63 (H): 0.12, atom 64 (H): 0.10, atom 65 (H): 0.09, atom 66 (H): 0.12, atom 67 (H): -0.01, atom 68 (H): 0.12, atom 69 (H): 0.09, atom 70 (H): 0.07, atom 71 (H): 0.11, atom 72 (H): 0.09, atom 73 (H): 0.10, atom 74 (H): 0.11, atom 75 (H): 0.03, atom 76 (H): 0.11, atom 77 (H): 0.11, atom 78 (H): 0.04, atom 79 (H): 0.11, atom 80 (H): 0.11, atom 81 (H): 0.11, atom 82 (H): 0.13, atom 83 (H): 0.17, atom 84 (H): 0.10, atom 85 (H): 0.10, atom 86 (H): 0.12, atom 87 (H): 0.11, atom 88 (H): 0.10, atom 89 (H): 0.11, atom 90 (H): 0.10, atom 91 (H): 0.08, atom 92 (H): 0.11, atom 93 (H): 0.11, atom 94 (H): 0.11, atom 95 (H): 0.10, atom 96 (H): 0.09, atom 97 (H): 0.11, atom 98 (H): 0.11, atom 99 (H): 0.11

=====

2.
# CH2NO2S

A 2-piece molecular cluster, CH2NO2S overall at a distorted geometry (the ωB97M-V functional and the def2-TZVPD basis, the OMol25 dataset).

```
7
Properties=species:S:1:pos:R:3
S -1.33644 -0.80289 -1.21139
O 1.18463 0.02820 -1.48826
O -0.71822 0.13889 2.21758
N 2.33390 0.22933 -1.72202
C 0.08239 -0.00616 -1.06993
H -1.58615 0.39307 1.66534
H 0.03989 0.01956 1.60868
```

Frontier orbital gap (alpha / beta) = 6.3 / 6.3 eV
Charge = -1
HOMO energy (alpha / beta) = -2.56 / -2.57 eV

Atom-resolved charges from Löwdin, all expressed in e: atom 1 (S): 0.36, atom 2 (O): -0.40, atom 3 (O): -0.18, atom 4 (N): -0.05, atom 5 (C): -0.82, atom 6 (H): 0.08, atom 7 (H): 0.00

=====

3.
# C2H4BrI

A 2-piece molecular cluster, C2H4BrI overall at a distorted geometry (the ωB97M-V functional and the def2-TZVPD basis, the OMol25 dataset).

```
8
Properties=species:S:1:pos:R:3
I 4.26012 -0.87014 -0.18568
Br 0.63382 1.17893 -0.44490
C -1.14131 0.73963 0.11026
C -1.55379 -0.46351 0.55655
H -1.12038 -1.45108 0.53354
H -1.94143 1.42023 -0.21462
H 3.45601 -0.06468 -1.18500
H -2.59305 -0.48939 0.82985
```

Frontier orbital gap = 10.3 eV
Structure (SMILES) = C=CBr.I
HOMO energy = -9.67 eV

Atom-resolved charges from Löwdin, all expressed in e: atom 1 (I): 0.44, atom 2 (Br): 0.61, atom 3 (C): -0.66, atom 4 (C): -0.09, atom 5 (H): 0.06, atom 6 (H): 0.05, atom 7 (H): -0.46, atom 8 (H): 0.04

=====

Values of molar mass, in order: 958.9 92.1 234.9, all in g mol⁻¹.
Values of relative energy (zero: lowest compared OMol25 entry of this formula, charge and spin), in order: 59.8 158.0 35.6, all in kcal/mol.